No. 1
This record from the OMol25 dataset describes the molecule C9H14 at a distorted geometry. The level of theory is ωB97M-V/def2-TZVPD.

```
! wB97M-V def2-TZVPD RIJCOSX def2/J DEFGRID3
* xyz 0 1
C -1.3904 1.6100 2.5201
C -0.1278 0.7983 1.9323
C 0.1565 0.9024 0.4262
C 0.5145 -0.0675 -0.4752
C 1.5360 -1.0836 -0.1799
C 1.9630 -1.5459 1.0237
C 0.1231 0.0829 -1.8534
C -1.2507 -0.1612 -2.4191
C -0.1211 -1.1487 -2.6505
H -1.1381 2.7030 2.6803
H -1.6610 1.1031 3.4530
H -2.3072 1.5746 1.8618
H 0.7608 1.0795 2.5125
H -0.2029 -0.2740 2.1788
H -0.0539 1.8866 -0.0316
H 1.9612 -1.5591 -1.0270
H 2.7535 -2.2690 1.1329
H 1.5515 -1.1574 1.9109
H 0.5922 0.8944 -2.4089
H -1.9906 -0.5790 -1.7232
H -1.7457 0.5834 -3.0645
H 0.2336 -1.2290 -3.6877
H -0.1565 -2.1436 -2.1116
*
```

Calculated values
**M**: 122.21 g/mol
**Energy**: -9556.7766 eV

No. 2
This record from the OMol25 dataset describes a cluster of 2 separate species, C5H10O2 in total. The level of theory is ωB97M-V/def2-TZVPD.

```
! wB97M-V def2-TZVPD RIJCOSX def2/J DEFGRID3
* xyz 0 1
C 0.3503 1.0867 2.1045
C 0.8646 1.4186 0.7316
O 1.1513 0.3157 -0.1341
C 0.0486 1.1711 -0.4536
C -0.5278 -1.4493 -2.0873
C -0.9423 -1.9803 -0.9358
O -0.2994 -1.9652 0.2540
H -0.1977 1.9434 2.5115
H -0.3253 0.2260 2.0559
H 1.1725 0.8487 2.7864
H 1.6229 2.1983 0.6697
H 0.4577 -1.3493 0.1865
H -0.9341 0.7174 -0.3322
H 0.1887 1.7584 -1.3586
H 0.4374 -0.9597 -2.1863
H -1.1669 -1.4933 -2.9609
H -1.9006 -2.4872 -0.8512
*
```

Calculated values
**M**: 102.13 g/mol
**Energy**: -9440.1924 eV

No. 3
This record from the OMol25 dataset describes the molecule C5H3N3 at a distorted geometry. The level of theory is ωB97M-V/def2-TZVPD.

```
! wB97M-V def2-TZVPD RIJCOSX def2/J DEFGRID3
* xyz 0 1
C 0.3861 1.7140 -0.9485
C 0.1024 0.4910 -0.2234
C -0.3109 -0.6275 -0.9161
C -0.4009 -1.8071 1.0494
C 0.0180 -0.6322 1.7218
H -0.5204 -0.5642 -2.0145
H -0.6809 -2.6905 1.6060
H 0.1857 -0.6087 2.7623
N 0.7020 2.5492 -1.7316
N -0.5970 -1.7995 -0.2667
N 0.2161 0.5409 1.0765
*
```

Calculated values
**M**: 105.10 g/mol
**Energy**: -9702.6721 eV

No. 4
This record from the OMol25 dataset describes the ion CHF3O2P with charge -1 at a distorted geometry. The level of theory is ωB97M-V/def2-TZVPD.

```
! wB97M-V def2-TZVPD RIJCOSX def2/J DEFGRID3
* xyz -1 1
C 0.2480 -0.4896 0.6998
O 0.4311 -0.0691 -2.0554
O -0.0095 1.9222 -0.4445
F 0.1953 0.4613 1.7715
F 1.4015 -1.0277 0.6977
F -0.6694 -1.4728 1.0901
P -0.1756 0.5290 -0.8321
H -1.4214 0.1466 -0.9271
*
```

Calculated values
**M**: 132.99 g/mol
**Energy**: -22592.5760 eV

No. 5
This record from the OMol25 dataset describes the molecule C24H26N6O2S at a distorted geometry. The level of theory is ωB97M-V/def2-TZVPD.

```
! wB97M-V def2-TZVPD RIJCOSX def2/J DEFGRID3
* xyz 0 1
C 3.4453 -1.8495 -0.5655
C 2.1629 -2.6141 -0.5812
C 1.3037 -2.5688 0.5102
C 0.1073 -3.2547 0.5080
C -0.2726 -4.0250 -0.5730
C 0.5646 -4.0953 -1.6706
C 1.7648 -3.3888 -1.6792
N 2.5715 -3.4721 -2.8233
C 2.1999 -3.6260 -4.1228
N 3.2766 -3.6788 -4.8566
N 4.3015 -3.5679 -4.0183
N 3.9132 -3.4405 -2.8252
H 1.1929 -3.6662 -4.4763
H 0.2958 -4.7081 -2.5175
H -1.2060 -4.5631 -0.5347
S -0.9733 -3.0876 1.9315
O -2.1086 -3.9430 1.7256
O -0.1983 -3.2506 3.1258
N -1.3711 -1.4799 1.7955
C -1.4613 -0.6766 2.9996
C -0.7410 0.6341 2.8201
C -1.4321 1.8332 2.7264
C -0.7546 3.0189 2.5025
C 0.6227 3.0185 2.3730
C 1.3226 1.8286 2.4831
C 0.6436 0.6462 2.7099
H 1.1829 -0.2836 2.8147
H 2.3998 1.8260 2.3975
H 1.1515 3.9445 2.1983
H -1.3049 3.9453 2.4278
H -2.5077 1.8404 2.8242
H -2.5122 -0.5055 3.2684
H -0.9846 -1.2658 3.7865
C -2.2957 -1.1761 0.7232
C -1.9535 0.1402 0.0811
C -2.8860 1.1594 -0.0324
C -2.5417 2.3956 -0.5406
C -1.2304 2.6675 -0.9512
C -0.3021 1.6185 -0.8679
C -0.6618 0.3878 -0.3665
H 0.0767 -0.3982 -0.3014
H 0.7124 1.7635 -1.2006
N -0.8610 3.8963 -1.4387
C -1.8260 4.9618 -1.5383
H -2.7082 4.6192 -2.0808
H -2.1405 5.3369 -0.5560
H -1.3918 5.7866 -2.1001
C 0.5385 4.2492 -1.4895
H 0.6382 5.3257 -1.6071
H 1.0534 3.9553 -0.5702
H 1.0351 3.7676 -2.3377
H -3.3012 3.1581 -0.5895
H -3.9029 0.9917 0.2947
H -2.2087 -1.9950 0.0031
H -3.3299 -1.1622 1.0948
H 1.5630 -1.9934 1.3840
H 3.5701 -1.2741 -1.4812
H 3.4691 -1.1733 0.2843
H 4.2900 -2.5330 -0.5001
*
```

Calculated values
**M**: 462.58 g/mol
**Energy**: -49179.2159 eV

No. 6
This record from the OMol25 dataset describes a cluster of 7 separate species, C17H29IN2O24S6 in total at a distorted geometry. The level of theory is ωB97M-V/def2-TZVPD.

```
! wB97M-V def2-TZVPD RIJCOSX def2/J DEFGRID3
* xyz 0 1
C 0.5317 -1.2946 -0.7499
C 1.2233 0.0627 -0.9513
I 3.3107 -0.2995 -1.3570
C 1.1357 0.8761 0.2599
N 0.9827 1.5242 1.1933
C 0.5152 0.8459 -2.1202
C 1.3793 1.2628 -3.2321
N 1.9898 1.5635 -4.1534
H 0.8516 -1.9567 -1.5581
H -0.5578 -1.2372 -0.7292
H 0.9228 -1.7480 0.1656
H 0.0352 1.7550 -1.7527
H -0.2067 0.1642 -2.5710
C 6.0511 -2.3926 2.8234
C 6.2121 -1.8426 1.4208
O 5.9625 -2.9703 0.5726
S 4.8834 -3.9288 1.2495
O 3.6013 -3.6419 0.7099
O 5.3994 -5.2486 1.2619
O 4.9528 -3.3105 2.7230
H 6.9355 -2.9483 3.1405
H 5.8266 -1.6205 3.5543
H 7.2050 -1.4446 1.2323
H 5.4648 -1.0762 1.2022
C -4.4582 0.6928 -1.3855
C -3.6756 1.5399 -2.3668
O -2.6167 0.6754 -2.8087
S -3.1369 -0.8418 -2.8401
O -3.5313 -1.1712 -4.1541
O -2.2103 -1.6367 -2.1040
O -4.4518 -0.6196 -1.9607
H -3.9632 0.6445 -0.4130
H -5.4802 1.0378 -1.2556
H -3.2640 2.4378 -1.9132
H -4.2782 1.8112 -3.2338
C -6.0926 0.8246 -8.4906
C -5.2548 2.0475 -8.1821
O -5.4847 2.2875 -6.7872
S -5.7084 0.8910 -6.0295
O -4.4934 0.4724 -5.4265
O -6.9072 0.9842 -5.2760
O -5.9587 -0.0038 -7.3284
H -7.1468 1.0811 -8.6104
H -5.7471 0.2900 -9.3711
H -5.5459 2.9160 -8.7659
H -4.1904 1.8512 -8.3262
C -0.1861 -0.0694 4.3514
C 0.6747 1.1255 4.6969
O 0.4747 1.3091 6.1035
S 0.2392 -0.1079 6.8099
O 1.4705 -0.5547 7.3600
O -0.9434 -0.0411 7.5822
O -0.0442 -0.9491 5.4719
H -1.2385 0.2082 4.2614
H 0.1373 -0.5655 3.4402
H 0.3873 2.0195 4.1520
H 1.7323 0.9176 4.5220
C -2.5952 5.3546 7.8824
C -4.0311 4.8872 8.0014
O -3.9509 3.4636 7.8842
S -2.5709 2.9422 8.5238
O -2.8119 2.5112 9.8525
O -1.9195 2.1160 7.5777
O -1.8375 4.3705 8.5906
H -2.2622 5.3645 6.8422
H -2.4366 6.3355 8.3231
H -4.6722 5.2918 7.2229
H -4.4497 5.1294 8.9808
C 4.7685 -3.5932 -4.8811
C 4.6859 -4.4014 -3.6024
O 6.0340 -4.4225 -3.1133
S 6.7683 -3.0560 -3.4954
O 6.7042 -2.1730 -2.3870
O 7.9961 -3.3664 -4.1304
O 5.7107 -2.5537 -4.5858
H 5.1607 -4.1887 -5.7077
H 3.8134 -3.1605 -5.1666
H 4.3301 -5.4147 -3.7648
H 4.0575 -3.9101 -2.8556
*
```

Calculated values
**M**: 964.72 g/mol
**Energy**: -143324.3496 eV

No. 7
This record from the OMol25 dataset describes a cluster of 13 separate species, C31H59Cl24N4O2 in total at a distorted geometry. The level of theory is ωB97M-V/def2-TZVPD.

```
! wB97M-V def2-TZVPD RIJCOSX def2/J DEFGRID3
* xyz 1 1
C 1.7890 -5.6226 -6.8988
C 0.6515 -6.0733 -6.2822
C -0.6768 -5.2979 -6.2029
O -1.2185 -4.6852 -7.1263
O -1.2308 -5.4364 -4.9570
C -2.0484 -4.3389 -4.4857
C -1.7501 -4.0489 -2.9844
C -2.9179 -4.4215 -2.0448
C -4.2344 -3.7834 -2.4944
C -4.5456 -2.3922 -1.8309
C -4.5115 -1.3352 -2.9618
N -3.0868 -1.1919 -3.2909
C -2.3497 -0.2516 -2.6920
N -2.8476 0.6691 -1.8134
C -1.7843 1.4304 -1.4888
C -2.0315 2.5969 -0.5776
C -0.8079 3.2181 0.1690
C -0.5693 2.4661 1.5310
C 0.8965 2.8008 1.9812
C 1.3144 1.9903 3.2422
C 2.5999 2.6654 3.8136
C 2.8157 2.1982 5.2772
C 3.6593 0.9008 5.2401
N -0.6492 1.0039 -2.0723
N -1.0068 -0.0706 -2.8675
H 1.8108 -5.2580 -7.9279
H 2.7138 -5.6015 -6.3264
H 0.6166 -7.0322 -5.7585
H -1.8985 -3.4074 -5.0548
H -3.0943 -4.6070 -4.6770
H -1.5069 -2.9834 -2.8412
H -0.8245 -4.5825 -2.7366
H -2.6643 -4.0710 -1.0352
H -2.9723 -5.5143 -1.9798
H -5.0420 -4.4706 -2.1933
H -4.3346 -3.6730 -3.5793
H -3.6952 -2.1396 -1.1830
H -5.4723 -2.3673 -1.2552
H -5.0906 -1.7030 -3.8120
H -4.9506 -0.3901 -2.6398
H -2.6456 -1.8286 -3.9394
H -2.7974 2.3586 0.1635
H -2.4525 3.3898 -1.2142
H 0.0917 3.2186 -0.4581
H -1.0784 4.2483 0.4223
H -1.3370 2.8359 2.2157
H -0.7513 1.3960 1.3514
H 1.5564 2.6516 1.1188
H 0.8994 3.8618 2.2611
H 1.4749 0.9375 2.9812
H 0.5071 2.0717 3.9767
H 2.4022 3.7398 3.7536
H 3.4425 2.3440 3.1960
H 1.8497 2.0068 5.7559
H 3.3409 3.0097 5.7920
H 3.1704 0.2448 4.5102
H 4.6324 1.1717 4.8172
H 3.7395 0.4359 6.2252
H 0.2717 1.4035 -1.9533
H -0.3625 -0.6156 -3.4374
C 5.0677 3.8246 0.6694
Cl 3.7614 2.6430 0.4613
Cl 4.5653 5.1686 1.6922
H 5.9161 3.3274 1.1270
H 5.3441 4.2137 -0.3048
C -0.2752 6.7274 -1.2207
Cl 0.8465 6.6399 0.1394
Cl 0.1202 5.5401 -2.4761
H -1.2804 6.5338 -0.8621
H -0.2186 7.7204 -1.6533
C 1.7865 4.0863 9.1574
Cl 3.0007 2.8192 8.9318
Cl 1.0149 4.5397 7.6324
H 1.0246 3.7198 9.8358
H 2.2704 4.9614 9.5759
C 4.8822 -4.3635 -1.6005
Cl 5.6359 -5.3193 -2.8504
Cl 3.1656 -4.2802 -1.8436
H 5.0843 -4.8210 -0.6405
H 5.2228 -3.3354 -1.6208
C 3.1299 -2.5393 5.9023
Cl 4.2993 -2.4720 4.5744
Cl 2.6219 -4.1968 6.2417
H 3.5910 -2.1264 6.7886
H 2.2590 -1.9559 5.6281
C 3.4848 7.5977 -2.6285
Cl 3.1133 9.0446 -1.6862
Cl 3.8913 6.2253 -1.5890
H 2.6159 7.3351 -3.2225
H 4.3297 7.8078 -3.2743
C 2.5127 -1.2314 9.7500
Cl 3.7000 -2.5305 9.5995
Cl 1.7257 -0.8806 8.2031
H 1.7547 -1.5310 10.4647
H 3.0173 -0.3343 10.0918
C -7.7692 -3.2826 0.9802
Cl -6.6729 -4.6014 0.5407
Cl -8.5777 -2.6030 -0.4376
H -8.5210 -3.6666 1.6601
H -7.1965 -2.4976 1.4610
C -0.2742 -1.1306 -7.5201
Cl -0.0668 -2.4094 -8.7143
Cl -0.2820 -1.7909 -5.8577
H 0.5413 -0.4209 -7.6100
H -1.2230 -0.6358 -7.6972
C 6.6936 -0.4697 -2.5152
Cl 6.4381 1.0068 -1.5849
Cl 7.1342 -1.8233 -1.4574
H 5.7638 -0.7008 -3.0235
H 7.4876 -0.3264 -3.2393
C -1.2142 5.8234 3.5219
Cl -1.5398 7.1680 4.6166
Cl -0.8269 4.3380 4.4008
H -2.0959 5.6468 2.9139
H -0.3715 6.0828 2.8909
C -9.1333 -5.1272 -2.9900
Cl -7.4576 -5.5721 -3.3441
Cl -10.1791 -6.5452 -2.8883
H -9.1497 -4.6119 -2.0404
H -9.4972 -4.4802 -3.7805
*
```

Calculated values
**M**: 1370.71 g/mol
**Energy**: -343689.3946 eV

No. 8
This record from the OMol25 dataset describes a structure of composition C32H62Cl16F12N2O14S4Zn at a distorted geometry. The level of theory is ωB97M-V/def2-TZVPD.

```
! wB97M-V def2-TZVPD RIJCOSX def2/J DEFGRID3
* xyz 0 1
Zn 2.6164 -0.7781 1.9674
C 3.5802 2.8715 0.9995
F 4.7499 2.7267 0.4500
F 3.3838 4.1163 1.3968
F 2.5647 2.5926 0.1790
S 3.3345 1.8730 2.6265
O 3.7716 2.6739 3.7854
O 1.9285 1.4462 2.6543
N 4.1344 0.3633 2.2853
S 5.5660 0.5898 2.9785
O 6.2962 1.7337 2.4989
O 5.5612 0.5151 4.4021
C 6.4839 -0.9857 2.3050
F 7.8069 -0.8837 2.4454
F 5.9866 -2.0458 2.9744
F 6.2223 -0.9980 0.9997
C 0.4324 0.9911 -1.2146
F -0.0168 1.7295 -0.1810
F -0.5638 0.5979 -2.0064
F 1.2547 1.7257 -1.9372
S 1.4076 -0.6229 -0.6739
O 1.0304 -1.6689 -1.5590
O 2.8653 -0.3150 -0.6321
N 0.9321 -0.8630 1.0219
S -0.5205 -1.5205 0.8078
O -1.3436 -1.0315 -0.3203
O -0.6214 -2.9710 0.9899
C -1.3848 -0.8972 2.3626
F -1.8509 0.3595 2.2148
F -2.4569 -1.7413 2.5374
F -0.5928 -0.9408 3.4492
C -5.7996 4.9957 -1.7966
O -4.4957 5.4157 -2.2351
C -3.9261 6.3911 -1.4190
C -3.6356 5.8873 -0.0243
O -2.6190 4.8937 -0.0337
C -2.4401 4.2237 1.1827
H -5.9182 4.4477 -0.8619
H -6.1630 4.4868 -2.6894
H -6.4851 5.8366 -1.6913
H -4.5982 7.2431 -1.3165
H -2.9408 6.6855 -1.7805
H -4.5466 5.5380 0.4617
H -3.2466 6.7845 0.4571
H -2.1419 4.9243 1.9627
H -1.7153 3.4190 1.0596
H -3.3783 3.8148 1.5577
C 6.2285 -1.0872 -2.9651
O 6.3692 0.3106 -3.2981
C 5.4905 1.1641 -2.5748
C 5.3366 2.4542 -3.3859
O 6.5483 3.0657 -3.7296
C 6.2997 4.1508 -4.6529
H 6.2541 -1.2478 -1.8873
H 7.0084 -1.6900 -3.4303
H 5.2362 -1.3825 -3.3063
H 6.0056 1.4702 -1.6642
H 4.4911 0.7462 -2.4543
H 4.6065 3.1450 -2.9642
H 4.8461 2.2075 -4.3276
H 7.2125 4.6932 -4.8993
H 5.7161 4.9347 -4.1700
H 5.8863 3.8349 -5.6107
C 2.0624 -1.0076 5.0944
O 2.3323 -1.5584 3.7936
C 3.0315 -2.8015 3.9693
C 3.1360 -3.6061 2.6149
O 3.6708 -2.6673 1.6340
C 3.8122 -3.2662 0.3856
H 1.6736 0.0062 4.9986
H 2.9620 -0.8254 5.6823
H 1.3182 -1.6816 5.5186
H 2.5370 -3.4876 4.6570
H 4.0412 -2.6759 4.3601
H 2.1709 -4.0218 2.3253
H 3.7996 -4.4572 2.7683
H 2.8142 -3.5971 0.0983
H 4.4641 -4.1392 0.4161
H 4.3035 -2.5577 -0.2813
Cl 2.0061 -6.4710 0.7226
C 0.4410 -6.6052 -0.0238
C -0.5522 -7.2355 0.9333
Cl 0.0587 -8.8745 1.3388
H 0.6048 -7.1505 -0.9533
H 0.1517 -5.5808 -0.2584
H -1.5569 -7.4285 0.5572
H -0.6712 -6.5977 1.8092
Cl -6.1647 0.3108 5.3299
C -4.6671 1.2082 5.7182
C -3.8680 1.5901 4.4786
Cl -2.1606 1.8701 4.8000
H -3.8709 0.6550 6.2164
H -4.8449 2.0680 6.3642
H -4.2570 2.4761 3.9768
H -4.0301 0.8271 3.7172
Cl -0.3660 -3.9154 4.5046
C -2.0550 -4.1090 4.9711
C -2.6713 -2.8905 5.7095
Cl -4.3371 -3.0802 5.9952
H -2.1169 -4.9817 5.6214
H -2.6305 -4.3421 4.0752
H -2.4673 -2.0336 5.0674
H -2.2559 -2.7275 6.7040
Cl -5.9645 -4.3801 2.4124
C -4.6601 -3.7447 1.3961
C -4.2965 -4.8529 0.4121
Cl -3.0032 -4.2623 -0.6254
H -3.8521 -3.4622 2.0710
H -4.9876 -2.8189 0.9231
H -5.1384 -5.0434 -0.2535
H -3.9782 -5.7647 0.9174
Cl -4.4260 0.8443 -2.9354
C -5.3173 0.7045 -1.3512
C -4.3257 -0.0135 -0.2986
Cl -5.0185 -0.0492 1.3040
H -6.2577 0.1975 -1.5674
H -5.5564 1.7079 -0.9987
H -3.3659 0.5008 -0.3473
H -4.2407 -1.0664 -0.5674
Cl -0.7430 -2.2735 -4.6893
C -2.3107 -1.4528 -4.2073
C -3.3122 -2.4807 -3.6543
Cl -3.9351 -3.6141 -4.8997
H -2.6732 -0.9629 -5.1109
H -2.1269 -0.6710 -3.4703
H -4.1962 -2.0230 -3.2105
H -2.7598 -3.0819 -2.9321
Cl -2.2251 2.7123 -5.6100
C -2.4451 3.9327 -4.2984
C -1.1725 4.7274 -4.1243
Cl 0.2088 3.6255 -3.7457
H -2.7318 3.4156 -3.3828
H -3.2450 4.6492 -4.4853
H -1.3835 5.4221 -3.3113
H -0.7524 5.2953 -4.9544
Cl 2.9733 -0.0362 -4.8105
C 1.4122 0.6358 -5.3789
C 1.5242 1.7679 -6.3326
Cl 1.8439 1.1009 -7.9970
H 0.9220 1.1128 -4.5302
H 0.7067 -0.0984 -5.7677
H 2.3330 2.4483 -6.0662
H 0.5853 2.3156 -6.2518
*
```

Calculated values
**M**: 1687.73 g/mol
**Energy**: -390557.0765 eV